The following is a DFT calculation (ωB97M-V/def2-TZVPD) of a molecular structure, I3O2V at a distorted geometry.

Results
total charge = -2
ΔE to the lowest compared entry with this formula, charge and spin = 29.6 kJ/mol

Each line ends with the natural charge from an NBO analysis.
Geometry (Å):
1 O -1.283 1.289 0.136  -0.5527
2 V -0.162 0.191 -0.210  1.1432
3 O 0.310 0.918 -1.712  -0.6411
4 I -0.175 -2.228 -1.489  -0.5647
5 I 2.555 0.671 0.928  -0.6428
6 I -1.245 -0.841 2.347  -0.7419



The following is a DFT calculation (ωB97M-V/def2-TZVPD) of a molecular structure, IO5S at a distorted geometry.

Results
total charge = -1

Each line ends with the natural charge from an NBO analysis.
Geometry (Å):
1 O -2.000 -0.428 -0.386  -1.0113
2 O 0.174 -1.007 -1.246  -0.9689
3 O -0.474 1.268 -0.539  -0.9902
4 O -0.351 -0.575 1.226  -0.4746
5 O 1.288 -0.217 1.305  -0.5539
6 S -0.598 -0.170 -0.391  2.5244
7 I 1.961 1.129 0.033  0.4745



The following is a DFT calculation (ωB97M-V/def2-TZVPD) of a molecular structure, IO8S2Sr at a distorted geometry.

Results
total charge = -3
ΔE to the lowest compared entry with this formula, charge and spin = 626.4 kJ/mol

Each line ends with the natural charge from an NBO analysis.
Geometry (Å):
1 Sr 4.715 6.239 -19.253  1.3162
2 I 4.633 4.792 -15.179  -0.9553
3 S 4.063 9.249 -23.558  2.5903
4 O 3.813 8.944 -24.993  -1.0967
5 O 4.271 8.164 -22.764  -1.0533
6 O 5.399 9.893 -23.468  -0.9669
7 O 2.974 10.212 -23.214  -1.0569
8 S 5.289 10.786 -18.249  2.5829
9 O 6.345 9.999 -18.898  -1.1108
10 O 5.204 12.031 -18.908  -1.0557
11 O 4.036 10.084 -18.463  -1.0945
12 O 5.504 10.967 -16.735  -1.0990



The following is a DFT calculation (ωB97M-V/def2-TZVPD) of a molecular structure, IPd at a distorted geometry.

Results
total charge = 0
ΔE to the lowest compared entry with this formula, charge and spin = 6.0 kJ/mol
2S+1 = 4

Each line ends with the natural charge from an NBO analysis.
Geometry (Å):
1 Pd -0.325 -1.159 0.798  0.3284
2 I 0.325 1.159 -0.798  -0.3284



The following is a DFT calculation (ωB97M-V/def2-TZVPD) of a molecular structure, InNO3 at a distorted geometry.

Results
total charge = +2
ΔE to the lowest compared entry with this formula, charge and spin = 31.6 kJ/mol

Each line ends with the natural charge from an NBO analysis.
Geometry (Å):
1 In -4.524 1.018 -3.579  1.0004
2 N -8.966 -2.391 -3.938  0.6682
3 O -7.856 -2.299 -4.537  0.1012
4 O -9.506 -3.434 -3.855  0.1189
5 O -9.367 -1.321 -3.424  0.1113



The following is a DFT calculation (ωB97M-V/def2-TZVPD) of a molecular structure, InO4PY2 at a distorted geometry.

Results
total charge = +6

Each line ends with the natural charge from an NBO analysis.
Geometry (Å):
1 In -12.588 2.710 -20.205  1.9164
2 Y -11.167 7.010 -20.891  2.8249
3 Y -8.994 7.330 -17.011  2.7805
4 P -9.968 5.434 -18.646  2.4415
5 O -10.153 5.457 -17.161  -0.9356
6 O -8.512 5.240 -18.960  -0.5427
7 O -9.950 6.997 -18.881  -1.2725
8 O -11.153 5.181 -19.661  -1.2125



Taking the records one at a time from the top gives energy values of -1987.72052, -1071.98377, -1726.50947, -425.41497, -469.52414, -905.48827 hartree.